The molecule C22H20N4O8S at a distorted geometry. Source: the OMol25 dataset; level of theory: ωB97M-V/def2-TZVPD.

```
55
Properties=species:S:1:pos:R:3:forces:R:3
C 4.0020 -3.0864 2.0989 0.294 0.147 0.070
H 3.8808 -2.2238 2.7596 0.005 -0.074 -0.012
O 2.7536 -3.5218 1.6039 -0.559 -0.214 -0.006
C 1.8041 -3.9313 2.5009 -0.160 0.007 -0.154
C 1.9997 -4.0895 3.8630 0.161 0.063 -0.158
C 0.9465 -4.4886 4.6730 -0.093 -0.023 0.017
C -0.3026 -4.7276 4.1341 0.007 0.029 0.064
C -0.5118 -4.5745 2.7720 0.140 -0.043 0.064
C 0.5312 -4.1806 1.9538 0.065 -0.064 0.686
N 0.3478 -4.0180 0.5690 -0.396 0.499 -0.670
S -0.9145 -3.1282 -0.0259 0.242 0.473 -0.022
O -0.6767 -3.0114 -1.4476 0.304 -0.322 0.131
O -2.1605 -3.6936 0.3821 0.075 0.004 0.256
C -0.7639 -1.4616 0.6104 0.086 -0.635 -0.114
C 0.3472 -1.0025 1.2587 0.157 0.068 0.118
C 0.5311 0.3718 1.4617 -1.182 -0.392 -0.642
C -0.3781 1.2879 0.8887 0.222 -0.401 0.073
N -0.1455 2.6201 0.7711 0.740 0.827 0.793
N -0.7477 3.2093 -0.2671 -0.382 0.244 -0.221
C -0.3865 4.3306 -0.7385 0.359 -0.134 0.714
C -0.9043 4.7313 -2.0319 -0.281 -0.064 -0.507
C -0.8905 6.0656 -2.4295 -0.050 -0.305 0.062
C -1.2927 6.4382 -3.6971 -0.045 0.089 -0.152
C -1.6961 5.4666 -4.5976 0.064 0.102 0.093
C -1.6993 4.1302 -4.2360 -0.044 -0.298 0.044
C -1.3174 3.7415 -2.9567 0.068 0.358 -0.022
O -1.2996 2.4550 -2.5317 -0.017 -0.156 -0.391
C -1.2677 1.3952 -3.4604 -0.072 -0.187 -0.157
C -0.6869 0.1716 -2.7327 0.188 0.465 0.043
O 0.2782 0.2202 -2.0186 0.172 0.100 -0.013
O -1.3809 -0.9164 -2.9953 -0.435 -0.646 -0.198
H -1.0505 -1.7201 -2.5062 0.101 0.556 -0.103
H -2.2707 1.1472 -3.8281 0.149 0.113 0.017
H -0.6121 1.6261 -4.3110 -0.075 -0.035 0.076
H -2.0158 3.3884 -4.9533 -0.030 -0.086 -0.045
H -2.0086 5.7464 -5.5923 -0.027 0.013 -0.084
H -1.2855 7.4778 -3.9856 -0.002 0.092 -0.023
H -0.5612 6.8140 -1.7236 0.063 0.070 0.082
H 0.3696 4.9708 -0.2692 0.030 -0.104 0.035
H 0.6878 3.0171 1.2181 -0.371 -0.272 -0.274
C -1.5644 0.7723 0.3211 -0.054 -0.252 0.072
C -1.7586 -0.5738 0.1928 -0.014 0.165 0.149
H -2.6481 -0.9770 -0.2651 -0.196 0.109 -0.097
H -2.2716 1.4847 -0.0691 -0.075 -0.024 -0.021
N 1.7064 0.7817 2.1385 0.578 0.053 0.301
O 2.4817 -0.0728 2.5260 0.131 -0.003 0.064
O 1.8902 1.9806 2.3131 0.088 0.150 0.068
H 1.1224 -1.6639 1.6070 0.068 -0.038 -0.016
H 1.2093 -3.8227 0.0782 0.070 0.067 -0.227
H -1.4792 -4.7446 2.3298 -0.084 -0.089 0.016
H -1.1194 -5.0340 4.7685 -0.080 -0.027 0.056
H 1.1135 -4.6056 5.7327 0.014 -0.013 0.090
H 2.9632 -3.8918 4.3038 0.112 0.027 0.000
H 4.5299 -3.8908 2.6186 -0.043 0.016 -0.022
H 4.5727 -2.7895 1.2208 0.012 -0.004 0.100
```
Positions in Å, forces in eV/Å.

Its structure (SMILES) is COc1ccccc1NS(=O)(=O)c1ccc(N/N=C/c2ccccc2OCC(=O)O)c([N+](=O)[O-])c1. Its strongest force on any atom is 1.4 eV/Å. The highest occupied orbital energy is -8.138 eV. The calculation puts the energy relative to the best compared isomer or geometry (same formula, charge and spin) at 5.9 kcal per mole. The gap between HOMO and LUMO is 7.39 eV.